1.
Below is a single C3H4ClF molecule in a non-equilibrium geometry, with properties calculated with wB97M-V/def2-TZVPD.

Calculated values
E_tot (hartree): -676.642512
Energy above the lowest of the compared OMol25 structures with the same formula, charge and spin (kJ/mol): 259.85
Frontier orbital gap (spin up / spin down) (eV): 8.50 / 8.50
Charge: 0
LUMO level (spin up / spin down) (eV): 0.42 / 0.42

Structure (XYZ):
```
9
Properties=species:S:1:pos:R:3:forces:R:3:lowdin_charge:R:1
H -0.344266 -1.057871 -1.547766 -0.3 -0.4 -0.3 0.114
C -0.857389 0.044146 0.844207 1.2 -2.7 -1.8 -0.502
Cl -2.485675 0.221207 0.221605 0.0 0.6 0.0 0.530
H 1.230765 0.801162 0.425777 0.8 -0.1 0.7 0.103
H -0.068046 1.267923 -0.569450 -0.7 2.1 -2.0 0.065
C 0.330974 0.495665 -0.040194 -0.7 -2.4 0.6 -0.239
C 0.271437 -0.812826 -0.716629 0.0 1.5 3.3 -0.118
F 1.048162 -1.796150 -0.171774 -0.5 0.6 -0.8 -0.002
H -0.822188 -0.932601 1.344503 0.3 0.7 0.3 0.049
```
Positions in Å, forces in eV/Å.



2.
Below is a molecular structure, C3H4ClF in a non-equilibrium geometry, with properties calculated with wB97M-V/def2-TZVPD.

Calculated values
E_tot (hartree): -676.588849
Energy above the lowest of the compared OMol25 structures with the same formula, charge and spin (kJ/mol): 400.75
Frontier orbital gap (eV): 10.82
Charge: 0
LUMO level (eV): 0.68

Structure (XYZ):
```
9
Properties=species:S:1:pos:R:3:forces:R:3:lowdin_charge:R:1
H 2.921273 -1.370910 0.300616 -1.5 2.6 -3.9 0.159
H 2.213310 0.232927 -1.558567 -0.3 -2.9 3.9 0.170
C 2.078419 -0.554254 -0.486819 1.5 -1.5 2.7 -0.043
H -0.464694 0.216636 1.390136 0.8 2.1 0.1 0.058
F 0.354679 1.528658 0.006798 -0.6 2.7 -1.4 0.062
H 0.895784 -1.263706 1.492994 1.3 1.4 -3.6 0.169
C -0.081730 0.373932 0.361081 -0.3 -4.7 3.9 -0.869
Cl -1.593754 -0.400218 -0.201619 -0.6 0.3 -1.9 0.600
C 1.059316 -0.614538 0.415931 -0.3 -0.1 0.0 -0.307
```
Positions in Å, forces in eV/Å.



3.
Below is a single C3H4ClF molecule in a non-equilibrium geometry, with properties calculated with wB97M-V/def2-TZVPD.

Calculated values
E_tot (hartree): -676.659001
Energy above the lowest of the compared OMol25 structures with the same formula, charge and spin (kJ/mol): 216.56
Frontier orbital gap (eV): 10.58
Structure (SMILES): FC/C=C/Cl
Charge: 0
LUMO level (eV): 0.90

Structure (XYZ):
```
9
Properties=species:S:1:pos:R:3:forces:R:3:lowdin_charge:R:1
F -0.038169 2.261103 0.684558 1.4 -0.7 0.1 -0.007
C -0.320585 0.922507 0.635479 -3.2 -2.2 -0.9 -0.231
H -1.383688 0.877180 0.428203 -0.4 0.0 -0.9 0.116
H -0.802556 -0.643821 -1.258352 0.6 -2.6 0.2 0.124
H -0.365903 0.314151 1.516916 0.5 1.2 2.2 0.112
C 0.127883 -1.171495 -0.780506 -5.1 4.0 -1.9 -0.738
C 0.473328 -0.172125 -0.045604 3.2 3.0 1.8 -0.200
H 1.433304 -0.010528 0.376249 1.6 -0.7 0.2 0.101
Cl 0.876387 -2.376972 -1.556943 1.4 -2.1 -0.8 0.723
```
Positions in Å, forces in eV/Å.



4.
Below is a single C3H4ClFN2S molecule in a non-equilibrium geometry, with properties calculated with wB97M-V/def2-TZVPD.

Calculated values
E_tot (hartree): -1184.387833
Energy above the lowest of the compared OMol25 structures with the same formula, charge and spin (kJ/mol): 184.44
Frontier orbital gap (eV): 7.51
Structure (SMILES): [H]/N=C(/N)C(=S)[C@@H](F)Cl
Charge: 0
LUMO level (eV): -1.70

Structure (XYZ):
```
12
Properties=species:S:1:pos:R:3:forces:R:3:lowdin_charge:R:1
Cl -2.193560 -0.944440 -1.031673 -0.1 0.4 -0.1 0.719
N 1.857396 0.683691 -1.105721 -1.8 -1.1 0.4 0.053
S 1.478474 -1.999099 0.201975 -3.0 1.2 -0.3 0.777
C 0.741960 0.587624 -0.439373 0.2 -0.1 1.3 -0.479
H 2.200526 -0.308488 -1.400679 -1.0 2.3 0.8 0.030
H 0.486832 2.620734 0.026114 -1.5 -2.1 0.9 0.122
F -1.478120 0.025862 1.317879 -0.6 -1.3 -0.2 -0.069
H -1.397056 -1.875391 0.845138 -0.5 -2.5 1.5 0.061
N -0.001880 1.679187 0.213078 1.4 -1.0 -1.0 0.049
H -0.762226 1.405940 0.989309 3.0 1.5 -2.7 0.121
C 0.231340 -0.880749 -0.011682 4.4 1.1 0.0 -0.646
C -1.163686 -0.994872 0.395639 -0.5 1.6 -0.6 -0.738
```
Positions in Å, forces in eV/Å.



5.
Below is 2 unconnected molecules or ions with the total composition C3H4ClFO in a non-equilibrium geometry, with properties calculated with wB97M-V/def2-TZVPD.

Calculated values
E_tot (hartree): -751.881593
Energy above the lowest of the compared OMol25 structures with the same formula, charge and spin (kJ/mol): 287.16
Frontier orbital gap (eV): 10.38
Structure (SMILES): O[C@@H]1C=C1F.Cl
Charge: 0
LUMO level (eV): 0.60

Structure (XYZ):
```
10
Properties=species:S:1:pos:R:3:forces:R:3:lowdin_charge:R:1
H 0.004831 1.090463 1.994073 0.5 0.7 2.0 0.070
H -1.567374 -0.781648 0.149771 0.3 0.8 -0.1 0.140
Cl 2.502112 -2.199346 -0.737711 2.4 -0.3 1.3 0.223
C -0.005969 0.780568 1.019516 -1.3 -1.8 -4.1 0.171
C 0.246506 0.490305 -0.231210 0.6 0.2 1.8 -0.320
F 1.174599 0.440426 -1.151184 0.2 0.3 -0.4 0.072
H -2.911974 0.943716 -0.657068 0.9 -0.1 0.3 0.090
O -2.044727 1.266585 -0.342096 -0.4 -0.5 -0.3 -0.047
H 3.723145 -2.260797 -0.076344 -2.4 0.1 -1.3 -0.146
C -1.121148 0.229726 0.032254 -0.8 0.6 0.8 -0.254
```
Positions in Å, forces in eV/Å.



6.
Below is a single C3H4ClFO molecule in a non-equilibrium geometry, with properties calculated with wB97M-V/def2-TZVPD.

Calculated values
E_tot (hartree): -751.943518
Energy above the lowest of the compared OMol25 structures with the same formula, charge and spin (kJ/mol): 124.57
Frontier orbital gap (eV): 10.70
Structure (SMILES): O[C@@H]1C[C@]1(F)Cl
Charge: 0
LUMO level (eV): 0.74

Structure (XYZ):
```
10
Properties=species:S:1:pos:R:3:forces:R:3:lowdin_charge:R:1
Cl -1.438028 -0.813075 0.053093 0.4 1.1 -0.1 0.692
H 1.196077 1.450830 1.710993 -0.7 -0.5 -0.7 0.124
C 1.209730 0.161625 -0.283308 0.6 -0.6 1.2 -0.294
C 0.786597 0.579718 1.163410 0.4 -0.9 -0.8 -0.034
H 0.777957 -0.380553 1.671623 -0.1 0.4 0.8 0.097
C -0.230799 0.497765 0.050231 1.8 1.0 -1.2 -0.763
O 1.715773 -1.148877 -0.490612 -0.6 1.1 0.1 -0.023
F -0.541940 1.710762 -0.573509 -0.8 -1.3 0.9 -0.008
H 1.873223 0.846803 -0.800935 -0.8 0.2 -0.3 0.151
H 1.157328 -1.735296 0.020220 -0.1 -0.5 0.1 0.060
```
Positions in Å, forces in eV/Å.



7.
Below is 2 unconnected molecules or ions with the total composition C3H4ClNO3 in a non-equilibrium geometry, with properties calculated with wB97M-V/def2-TZVPD.

Calculated values
E_tot (hartree): -857.289160
Energy above the lowest of the compared OMol25 structures with the same formula, charge and spin (kJ/mol): 123.19
Frontier orbital gap (eV): 10.01
Structure (SMILES): CC(=O)Cl.O=C=NO
Charge: 0
LUMO level (eV): 0.25

Structure (XYZ):
```
12
Properties=species:S:1:pos:R:3:forces:R:3:lowdin_charge:R:1
N -0.833662 -0.392247 -2.048776 0.1 1.3 -0.8 -0.008
C 0.674870 -0.109714 1.964424 3.8 -0.1 0.4 -0.094
Cl -1.455977 0.960537 0.784360 -1.0 0.3 -0.1 0.697
O -0.829710 -1.701202 -1.642323 -0.9 0.4 1.5 -0.025
H 1.399141 0.364142 2.773512 -1.7 -0.7 -1.7 0.139
O 0.968653 1.391121 0.055261 -0.7 -0.8 1.4 0.042
H -1.477020 -1.587820 -0.875138 1.2 -0.7 -1.3 0.124
H -0.177973 -0.533923 2.384337 -1.2 -0.5 1.1 0.017
H 1.275069 -0.973818 1.522879 -0.6 1.2 0.3 0.114
C 0.283672 0.829608 0.868910 1.5 0.5 -1.2 -0.860
O 0.296798 1.362987 -3.130686 0.6 0.2 -0.6 0.165
C -0.123863 0.390329 -2.656760 -1.0 -1.1 1.2 -0.312
```
Positions in Å, forces in eV/Å.



8.
Below is a molecular structure, C3H4CsLiO3 in a non-equilibrium geometry, with properties calculated with wB97M-V/def2-TZVPD.

Calculated values
E_tot (hartree): -369.922237
Energy above the lowest of the compared OMol25 structures with the same formula, charge and spin (kJ/mol): 406.43
Frontier orbital gap (eV): 3.49
Charge: 0
LUMO level (eV): -0.95

Structure (XYZ):
```
12
Properties=species:S:1:pos:R:3:forces:R:3:lowdin_charge:R:1
Li 3.795900 2.167282 0.210065 -0.9 -0.4 -0.1 0.647
Cs -1.739573 -1.525895 0.826371 0.8 0.5 -0.2 0.890
H 0.355684 2.276152 -0.171405 -0.4 -1.6 -1.2 0.031
C 1.339613 1.927479 0.242286 0.0 -0.6 -0.6 -0.520
C -0.922810 1.818713 -2.323076 -4.5 -0.4 -0.4 -0.100
O 2.218129 2.826012 -0.318690 0.7 0.1 1.4 -0.505
H -1.171478 2.718541 -1.723339 1.1 -0.5 0.6 0.082
O -1.488899 0.745759 -2.061999 2.0 1.4 -0.1 -0.098
O 1.566615 -0.534526 0.977891 0.1 0.2 -0.3 -0.274
C 2.227730 0.414734 0.559940 -1.7 1.0 -0.4 -0.283
H 0.841929 1.905219 1.250799 1.4 0.9 1.2 0.041
H -0.802979 2.127017 -3.379925 1.3 -0.7 0.1 0.088
```
Positions in Å, forces in eV/Å.



9.
Below is a molecular structure, C3H4CuLiO3 in a non-equilibrium geometry, with properties calculated with wB97M-V/def2-TZVPD.

Calculated values
E_tot (hartree): -1990.145280
Energy above the lowest of the compared OMol25 structures with the same formula, charge and spin (kJ/mol): 59.87
Frontier orbital gap (spin up / spin down) (eV): 9.80 / 6.86
Charge: +1
Spin multiplicity: 2
LUMO level (spin up / spin down) (eV): -5.01 / -7.81

Structure (XYZ):
```
12
Properties=species:S:1:pos:R:3:forces:R:3:mulliken_spin:R:1
H -1.020684 1.235450 -1.221548 0.8 0.6 0.6 -0.002
C -0.874764 1.081662 -0.130991 -3.2 -2.6 0.7 -0.056
H -0.018933 1.437258 1.788334 0.0 0.0 -0.4 -0.002
O 0.073846 -1.818025 0.128223 -1.9 -0.7 1.5 0.039
C 0.757042 -1.847835 -0.927436 -0.7 5.3 -1.6 -0.004
O 1.958126 -1.530306 -0.844924 0.9 -0.5 -0.6 -0.010
H 0.160983 -1.296155 -1.898970 1.3 -3.0 1.4 0.003
O -1.820321 0.364133 0.351456 2.2 1.5 -0.8 0.147
Cu 1.526302 -0.159647 0.707142 -0.5 -0.2 -0.8 0.534
C 0.214649 1.488613 0.711792 0.7 0.1 0.2 0.353
Li -1.666912 -1.369729 0.936217 0.2 -0.3 -0.3 0.000
H 0.710667 2.414583 0.400706 0.3 -0.4 0.1 -0.002
```
Positions in Å, forces in eV/Å.



10.
Below is a molecular structure, C3H4CuMgO3 in a non-equilibrium geometry, with properties calculated with wB97M-V/def2-TZVPD.

Calculated values
E_tot (hartree): -2182.285155
Energy above the lowest of the compared OMol25 structures with the same formula, charge and spin (kJ/mol): 0.00
Frontier orbital gap (spin up / spin down) (eV): 6.57 / 8.70
Charge: +2
Spin multiplicity: 2
LUMO level (spin up / spin down) (eV): -9.81 / -9.95

Structure (XYZ):
```
12
Properties=species:S:1:pos:R:3:forces:R:3:mulliken_spin:R:1
H 0.494936 -0.865933 -1.479074 0.2 -0.1 0.2 0.040
H 1.380278 -1.805371 -0.255880 -0.2 0.2 -0.1 0.073
C 0.804970 -0.873702 -0.421731 -0.7 -0.7 0.1 -0.048
C -2.481486 1.716591 -0.059856 0.7 -5.9 0.7 0.013
H -0.322725 -0.391632 1.435341 -0.1 -0.2 -0.1 0.010
O -1.399050 2.197455 -0.030245 0.6 2.5 -0.2 -0.001
Cu 3.861965 -0.079999 -0.141942 -1.1 0.0 -0.1 0.000
H -1.073729 -1.762163 0.425510 0.0 0.4 -0.1 0.046
C -0.400425 -0.904661 0.467468 0.6 -0.1 0.1 0.829
Mg 0.596367 1.799312 0.192241 -0.7 -0.6 -0.2 0.029
O -3.089634 0.719778 0.007162 -0.8 3.4 -0.5 0.005
O 1.628531 0.250330 -0.138993 1.4 1.2 0.2 0.003
```
Positions in Å, forces in eV/Å.